Entry 1:
This record from the OMol25 dataset describes an isolated ion of composition C16H31N2O6 and charge -1. The level of theory is ωB97M-V/def2-TZVPD.

```
55
Properties=species:S:1:pos:R:3
C 1.57 -3.56 -1.73
O 1.58 -4.02 -0.32
C 2.82 -3.54 0.34
C 2.66 -1.98 0.82
C 3.17 -0.88 -0.33
C 3.95 0.36 0.40
C 2.98 1.63 0.78
C 2.08 1.17 2.10
C 1.28 2.55 2.60
C 0.12 2.92 1.48
C -1.03 1.72 1.44
C -0.90 0.79 0.05
N -2.15 1.08 -0.75
C -1.86 1.66 -2.11
O -2.55 2.99 -2.19
O -1.59 3.90 -2.33
C -3.12 -0.08 -0.79
N -4.41 0.48 -1.42
C -3.56 -0.67 0.67
C -4.41 -2.11 0.58
O -4.15 -3.17 1.39
C -2.59 -1.38 -1.67
O -3.33 -1.92 -2.68
O -1.30 -2.09 -1.41
H 0.70 -4.13 -2.28
H 2.62 -3.67 -2.27
H 1.29 -2.40 -1.72
H 3.01 -4.19 1.29
H 3.77 -3.63 -0.37
H 3.30 -1.85 1.80
H 1.52 -1.82 1.11
H 2.21 -0.42 -0.88
H 3.87 -1.37 -1.13
H 4.47 0.01 1.41
H 4.79 0.73 -0.33
H 3.64 2.54 1.12
H 2.33 2.00 -0.12
H 1.34 0.29 1.87
H 2.82 0.89 3.00
H 2.04 3.45 2.63
H 0.73 2.36 3.64
H -0.44 3.91 1.81
H 0.54 3.12 0.40
H -0.99 1.06 2.42
H -2.07 2.28 1.44
H -0.79 -0.32 0.43
H 0.10 1.11 -0.45
H -2.27 1.04 -3.02
H -0.72 1.89 -2.31
H -1.25 3.84 -3.27
H -4.36 0.46 -2.46
H -5.24 -0.07 -1.13
H -2.66 -0.91 1.40
H -4.24 0.12 1.27
H -5.28 -2.15 -0.21
```

Output
- energy above the lowest of the compared OMol25 structures with the same formula, charge and spin (kcal per mole) = 187.7
- HOMO-LUMO gap (eV) = 7.271
- 2S+1 = 1
- SMILES = COCCCCCCCCCCN(COO)[C@](N)(CC=O)C(=O)[O-]
- net charge = -1



Entry 2:
This record from the OMol25 dataset describes C16H31N2OP2Pt as an isolated structure. The level of theory is ωB97M-V/def2-TZVPD.

```
53
Properties=species:S:1:pos:R:3
Pt 0.12 -0.27 -0.68
C -0.74 -3.95 -0.92
P -0.58 -2.31 -1.68
C -2.19 -2.04 -2.48
C 0.55 -2.58 -3.11
C 0.90 -1.23 -3.75
P 1.45 -0.07 -2.44
C 3.12 -0.65 -2.05
C 1.68 1.50 -3.31
H -0.94 -4.73 -1.67
H -1.56 -3.95 -0.20
H 0.18 -4.19 -0.39
H -2.39 -2.86 -3.18
H -2.20 -1.09 -3.01
H -2.99 -2.02 -1.74
H 0.11 -3.25 -3.85
H 1.44 -3.07 -2.70
H 0.02 -0.76 -4.21
H 1.65 -1.35 -4.52
H 3.69 -0.71 -2.98
H 3.08 -1.64 -1.59
H 3.62 0.03 -1.37
H 2.23 1.34 -4.24
H 2.23 2.20 -2.69
H 0.71 1.94 -3.54
C -0.72 3.98 0.54
C -0.02 2.62 0.61
C 1.49 2.80 0.64
C -0.45 1.75 -0.57
H -0.44 4.61 1.38
H -1.80 3.87 0.55
H -0.44 4.50 -0.38
H -0.34 2.14 1.55
H 1.83 3.38 -0.22
H 2.01 1.83 0.62
H 1.81 3.34 1.54
H -0.16 2.27 -1.48
H -1.54 1.58 -0.57
N -2.15 0.04 6.16
C -0.91 0.04 5.62
O 0.10 0.19 6.27
C -0.82 -0.16 4.12
C -1.90 -0.17 3.24
C -1.66 -0.33 1.89
N -0.43 -0.47 1.38
C 0.61 -0.47 2.23
C 0.45 -0.31 3.59
H -2.22 0.14 7.16
H -2.98 -0.19 5.65
H -2.92 -0.05 3.57
H -2.48 -0.34 1.18
H 1.59 -0.59 1.79
H 1.31 -0.29 4.25
```

Output
- energy above the lowest of the compared OMol25 structures with the same formula, charge and spin (kcal per mole) = 0.0
- HOMO-LUMO gap (eV) = 7.807
- 2S+1 = 1
- net charge = +1



Entry 3:
This record from the OMol25 dataset describes C16H31NO4ReSi4Te4 as an isolated structure. The level of theory is ωB97M-V/def2-TZVPD.

```
61
Properties=species:S:1:pos:R:3
Re -1.99 0.10 -0.32
O -4.35 -2.61 2.83
C -4.28 -1.50 2.09
O -4.91 -1.32 1.08
C -3.41 -0.45 2.70
C -3.33 -0.31 4.07
C -2.70 0.82 4.59
C -2.19 1.76 3.73
C -2.26 1.52 2.37
N -2.83 0.43 1.86
C -1.70 2.51 1.37
O -1.33 3.59 1.74
O -1.66 2.04 0.15
H -4.96 -3.22 2.39
H -3.79 -1.05 4.71
H -2.63 0.95 5.66
H -1.72 2.68 4.07
Te -3.90 2.73 -2.57
Te -2.49 0.56 -2.91
Te -4.20 -1.56 -2.34
Te -2.26 -2.53 -0.69
C 1.18 -3.51 -0.92
Si 1.18 -1.98 -2.04
C 2.98 -1.71 -2.55
C 0.20 -2.29 -3.62
Si 0.44 -0.04 -0.90
Si 1.36 1.86 -1.97
C 1.17 1.66 -3.84
C 0.57 3.48 -1.44
C 3.20 1.92 -1.58
Si 1.35 -0.18 1.29
C 3.02 -1.04 1.21
C 0.26 -1.19 2.46
C 1.63 1.52 2.06
H 0.69 -4.35 -1.42
H 0.66 -3.36 0.04
H 2.21 -3.80 -0.69
H 3.34 -2.63 -3.03
H 3.64 -1.50 -1.71
H 3.08 -0.90 -3.28
H -0.24 -3.29 -3.62
H 0.85 -2.21 -4.49
H -0.63 -1.59 -3.76
H 0.14 1.81 -4.16
H 1.48 0.67 -4.18
H 1.79 2.40 -4.35
H -0.47 3.55 -1.77
H 1.13 4.30 -1.89
H 0.57 3.61 -0.36
H 3.72 1.00 -1.82
H 3.37 2.14 -0.52
H 3.66 2.73 -2.16
H 2.94 -2.07 0.86
H 3.47 -1.06 2.21
H 3.72 -0.51 0.55
H 0.00 -2.16 2.04
H -0.66 -0.68 2.73
H 0.82 -1.37 3.39
H 2.46 2.04 1.56
H 1.91 1.39 3.11
H 0.76 2.18 2.01
```

Output
- energy above the lowest of the compared OMol25 structures with the same formula, charge and spin (kcal per mole) = 10.8
- HOMO-LUMO gap (alpha / beta) (eV) = 5.761 / 5.814
- 2S+1 = 4
- expectation value of S² = 3.826



Entry 4:
This record from the OMol25 dataset describes C16H31NP2SSn as an isolated structure. The level of theory is ωB97M-V/def2-TZVPD.

```
52
Properties=species:S:1:pos:R:3
P 0.28 -1.82 -1.65
P 0.40 2.23 -1.15
C -0.12 -0.26 -2.39
C 0.89 0.89 -2.31
H -1.22 0.00 -1.68
H -0.42 -0.43 -3.44
H 1.92 0.58 -2.06
H 0.90 1.42 -3.29
C -0.54 3.38 -2.19
H -0.86 4.24 -1.60
H -1.43 2.91 -2.65
H 0.14 3.72 -2.99
C 1.83 3.15 -0.64
H 2.03 3.91 -1.42
H 2.72 2.51 -0.55
H 1.66 3.68 0.31
C -1.00 -2.94 -2.24
H -1.20 -3.71 -1.50
H -0.63 -3.40 -3.16
H -1.93 -2.40 -2.46
C 1.89 -2.43 -2.06
H 2.61 -1.60 -2.18
H 1.80 -2.97 -3.01
H 2.24 -3.11 -1.28
Sn 2.74 0.24 3.26
C -0.95 1.51 -0.11
C -1.92 0.62 -0.86
C -2.88 -0.22 -0.02
C -2.32 -1.06 1.15
C -1.27 -1.96 0.73
C 0.01 -1.65 0.14
C 0.74 -0.35 0.59
C -0.10 0.84 1.03
C 1.29 -1.38 3.82
H -1.52 2.34 0.32
H -2.54 1.25 -1.51
H -3.42 -0.90 -0.69
H -3.63 0.47 0.37
H -2.07 -0.41 2.01
H -3.14 -1.71 1.52
H -1.51 -3.02 0.83
H 0.65 -2.52 0.42
H 1.51 -0.04 -0.13
H 1.33 -0.67 1.47
H -0.74 0.59 1.87
H 0.59 1.61 1.44
H 1.94 -2.15 4.27
H 0.76 -1.80 2.96
H 0.59 -0.99 4.57
S 0.59 1.13 7.31
C 1.36 1.26 5.93
N 1.94 1.41 4.88
```

Output
- energy above the lowest of the compared OMol25 structures with the same formula, charge and spin (kcal per mole) = 18.8
- HOMO-LUMO gap (alpha / beta) (eV) = 5.146 / 6.330
- 2S+1 = 1
- net charge = +2